Entry A
Computed, not measured: an isolated molecule of C3H3NO2, with wB97M-V/def2-TZVPD.

Properties
molecular weight	85.1	Da
LUMO level	0.10	eV

The geometry in XYZ format:
```
9
Properties=species:S:1:pos:R:3:mulliken_charge:R:1
O 0.999 -0.738 0.953 -0.500
C -0.039 0.060 0.627 0.066
C 0.202 0.654 -0.788 0.134
O 1.160 0.281 -1.418 -0.498
C -1.663 -0.879 -0.415 -0.072
N -1.415 -0.733 0.741 -0.207
H 1.486 -0.903 0.120 0.393
H -0.238 0.837 1.364 0.274
H -0.504 1.415 -1.166 0.409
```


Entry B
Computed, not measured: an isolated molecule of C3H3NO2, with wB97M-V/def2-TZVPD.

Properties
molecular weight	85.1	Da
SMILES	C#CC[N+](=O)[O-]
LUMO level	0.70	eV

The geometry in XYZ format:
```
9
Properties=species:S:1:pos:R:3:mulliken_charge:R:1
C -1.230 -0.322 0.234 0.218
C -0.302 0.393 0.201 -0.535
C 0.902 1.245 0.164 -0.541
N 2.167 0.304 0.008 0.950
O 2.075 -0.688 0.628 -0.528
O 2.982 0.693 -0.695 -0.549
H -2.000 -0.958 -0.071 0.430
H 0.856 1.909 1.088 0.252
H 0.889 1.906 -0.727 0.302
```


The least stable of them is entry B.


Entry A
Computed, not measured: an isolated molecule of C3H3NO2, with wB97M-V/def2-TZVPD.

Properties
molecular weight	85.1	Da
SMILES	N#C[C@H](O)C=O
LUMO level	0.03	eV

The geometry in XYZ format:
```
9
Properties=species:S:1:pos:R:3:mulliken_charge:R:1
C 1.636 -0.364 0.123 0.113
C 0.247 0.059 -0.342 0.162
C -1.220 -0.600 0.198 0.169
N 2.716 -0.362 0.485 -0.350
O 0.146 1.469 -0.273 -0.520
O -1.910 -0.011 0.955 -0.394
H 0.286 -0.225 -1.494 0.173
H -1.375 -1.744 -0.113 0.280
H -0.527 1.779 0.462 0.366
```


Entry B
Computed, not measured: a cluster of 2 separate species, C3H3NO2 in total, with wB97M-V/def2-TZVPD.

Properties
molecular weight	85.1	Da
LUMO level (alpha / beta)	-1.27 / -1.28	eV

The geometry in XYZ format:
```
9
Properties=species:S:1:pos:R:3:mulliken_charge:R:1
C -0.796 -1.316 0.065 0.203
C -0.323 0.061 0.067 0.629
C 1.167 0.173 -0.001 -0.900
N -0.923 -2.447 -0.136 -0.309
O -2.884 1.786 -0.026 -0.104
O -1.157 1.018 0.032 -0.418
H 1.666 0.267 1.010 0.285
H 1.428 1.124 -0.640 0.273
H 1.823 -0.666 -0.371 0.341
```


The least stable of them is entry B.


Entry A
Computed, not measured: an isolated molecule of C3H6, with wB97M-V/def2-TZVPD.

Properties
molecular weight	42.1	Da
SMILES	C1CC1
LUMO level	1.32	eV

The geometry in XYZ format:
```
9
Properties=species:S:1:pos:R:3:mulliken_charge:R:1
C -0.118 -0.008 -0.870 -0.429
C -0.454 -0.454 0.515 -0.433
C 0.699 0.612 0.202 -0.421
H -0.996 0.622 -1.304 0.158
H 0.183 -0.529 -1.849 0.244
H -1.379 -0.582 1.249 0.280
H 0.017 -1.416 0.541 0.172
H 1.689 0.157 0.683 0.218
H 0.360 1.597 0.833 0.211
```


Entry B
Computed, not measured: an isolated molecule of C3H6, with wB97M-V/def2-TZVPD.

Properties
molecular weight	42.1	Da
SMILES	C=CC
LUMO level	1.30	eV

The geometry in XYZ format:
```
9
Properties=species:S:1:pos:R:3:mulliken_charge:R:1
C -0.082 -1.252 0.684 -0.776
C 0.000 0.198 0.555 0.100
C 0.049 0.755 -0.793 -0.932
H -0.198 -1.711 1.664 0.238
H -0.049 -1.913 -0.151 0.231
H 0.030 0.972 1.277 0.333
H 0.949 1.401 -0.683 0.223
H -0.716 1.550 -1.033 0.255
H 0.017 -0.001 -1.520 0.329
```


The least stable of them is entry A.


Entry A
Computed, not measured: a cluster of 2 separate species, C3H6 in total, with wB97M-V/def2-TZVPD.

Properties
molecular weight	42.1	Da
LUMO level	0.66	eV

The geometry in XYZ format:
```
9
Properties=species:S:1:pos:R:3:mulliken_charge:R:1
C -0.808 -0.496 1.309 -0.384
C -0.389 -0.752 0.135 -0.351
C 0.998 0.813 -0.968 -0.851
H -1.739 -0.975 1.502 0.239
H -0.262 0.084 2.037 0.250
H -0.819 -1.188 -0.746 0.256
H 0.705 1.785 -0.645 0.292
H 0.420 0.376 -1.790 0.237
H 1.895 0.353 -0.834 0.312
```


Entry B
Computed, not measured: an isolated molecule of C3H6, with wB97M-V/def2-TZVPD.

Properties
molecular weight	42.1	Da
SMILES	C=CC
LUMO level	1.34	eV

The geometry in XYZ format:
```
9
Properties=species:S:1:pos:R:3:mulliken_charge:R:1
C 0.577 0.809 -0.467 -1.030
C 0.198 -0.579 -0.036 0.069
C -0.943 -0.783 0.664 -0.752
H -0.202 1.420 -0.964 0.300
H 0.992 1.413 0.331 0.268
H 1.340 0.801 -1.245 0.319
H 0.824 -1.402 -0.325 0.323
H -1.528 0.059 1.015 0.232
H -1.258 -1.738 1.026 0.270
```


The least stable of them is entry A.


Entry A
Computed, not measured: a structure of composition C6H14Si, with wB97M-V/def2-TZVPD.

Properties
molecular weight	114.3	Da
LUMO level	0.94	eV

The geometry in XYZ format:
```
21
Properties=species:S:1:pos:R:3:mulliken_charge:R:1
C 0.522 -1.625 -1.592 -1.400
C 1.684 -0.416 0.586 -0.711
C -1.841 0.287 1.567 -1.123
C -0.895 1.560 -1.289 -1.060
C 1.095 0.911 1.112 -0.615
C 0.380 -1.046 -0.052 0.147
Si -0.551 0.581 0.231 0.232
H 0.641 -2.731 -1.555 0.365
H -0.418 -1.584 -2.197 0.336
H 1.353 -1.157 -2.136 0.326
H 2.028 -1.156 1.403 0.229
H 2.577 -0.303 -0.050 0.294
H -2.337 1.158 1.930 0.338
H -1.356 -0.219 2.383 0.334
H -2.622 -0.337 1.184 0.341
H -0.257 2.444 -1.323 0.312
H -1.918 1.835 -1.655 0.327
H -0.549 0.776 -1.996 0.298
H 1.057 0.982 2.225 0.295
H 1.467 1.860 0.679 0.305
H -0.063 -1.819 0.547 0.431
```


Entry B
Computed, not measured: an isolated molecule of C6H14Si, with wB97M-V/def2-TZVPD.

Properties
molecular weight	114.3	Da
SMILES	CC1(C)C[Si]1(C)C
LUMO level	0.75	eV

The geometry in XYZ format:
```
21
Properties=species:S:1:pos:R:3:mulliken_charge:R:1
C 0.842 0.766 1.205 -1.162
C -0.495 0.618 0.445 1.647
C -0.938 1.829 -0.375 -1.725
C -1.645 0.035 1.186 -1.480
C 1.476 0.052 -1.974 -1.142
C 0.491 -2.577 0.318 -1.002
Si 0.801 -0.521 -0.245 0.228
H 1.368 1.754 1.062 0.288
H 0.914 0.325 2.279 0.247
H -1.835 1.594 -0.872 0.490
H -0.380 2.214 -1.296 0.335
H -1.154 2.772 0.118 0.397
H -2.373 0.804 1.453 0.421
H -1.302 -0.518 2.157 0.287
H -2.150 -0.802 0.528 0.239
H 0.906 0.167 -2.859 0.417
H 2.190 0.934 -1.777 0.323
H 2.369 -0.562 -2.355 0.299
H 1.256 -3.328 0.353 0.368
H -0.120 -2.616 1.223 0.282
H -0.220 -2.938 -0.573 0.242
```


The least stable of them is entry B.


Entry A
Computed, not measured: a structure of composition C3H7IN, with wB97M-V/def2-TZVPD.

Properties
molecular weight	184.0	Da
charge	+1
LUMO level	-4.60	eV

The geometry in XYZ format:
```
12
Properties=species:S:1:pos:R:3:mulliken_charge:R:1
C -1.079 1.600 -0.110 -0.683
C -0.060 1.003 0.485 -0.063
C 0.681 0.038 -0.279 -0.525
N 0.032 -1.666 0.071 -0.546
I 2.786 -0.067 0.023 0.267
H -1.608 2.416 0.434 0.275
H -1.198 1.469 -1.119 0.318
H 0.370 1.116 1.416 0.435
H 0.665 0.215 -1.404 0.437
H 0.481 -2.500 -0.343 0.357
H -0.128 -1.831 1.063 0.358
H -0.942 -1.794 -0.238 0.370
```


Entry B
Computed, not measured: a cluster of 2 separate species, C3H7IN in total, with wB97M-V/def2-TZVPD.

Properties
molecular weight	184.0	Da
charge	+1
LUMO level (alpha / beta)	-6.92 / -6.92	eV

The geometry in XYZ format:
```
12
Properties=species:S:1:pos:R:3:mulliken_charge:R:1
C 0.914 -0.206 0.548 -0.207
C 0.239 -1.357 -0.169 -0.249
C -2.267 1.385 0.031 -0.424
N 0.075 0.021 -0.582 -0.330
I -2.964 -0.282 0.914 0.510
H 0.528 -0.114 1.458 0.283
H 2.025 -0.056 0.438 0.246
H 0.718 -2.151 -0.789 0.270
H -0.647 -1.749 0.361 -0.035
H -1.602 2.140 0.511 0.334
H -2.790 1.798 -0.884 0.349
H 0.377 0.255 -1.516 0.253
```


The least stable of them is entry B.